The following is a quantum chemistry calculation of an isolated molecule of C8H6 in a non-equilibrium geometry, from the Open Molecules 2025 dataset.

Calculated values
* F_max: 3.24 eV/Å
* energy above the lowest of the compared OMol25 structures with the same formula, charge and spin: 334.4 kJ/mol
* total energy: -8385.769 eV
* E_LUMO: 0.54 eV

```
14
C8H6 | the Open Molecules 2025 dataset | wB97M-V/def2-TZVPD
C -3.40248 0.39914 0.05777
C -2.74544 -0.68253 -0.24818
C 0.87199 -0.82038 -0.00601
C -0.21098 -1.60286 -0.05849
C 0.55010 0.60729 -0.30707
C -1.81246 0.45175 0.56801
C -0.92440 0.67251 -0.55977
C -1.34118 -0.74558 -0.27674
H 1.88001 -1.01401 0.19932
H -0.30538 -2.64992 0.31561
H 0.80722 1.00110 0.61394
H 1.25551 1.18936 -1.02581
H -1.76971 0.53514 1.69437
H -1.30861 1.31618 -1.36313
```

Results of the Mulliken charge analysis, in e, for atoms 1 through 6:
1. C -0.891
2. C 0.117
3. C -0.345
4. C -0.865
5. C -0.773
6. C -0.099